(1)
{"formula": "CH4N3PS", "method": "ωB97M-V with the def2-TZVPD basis set", "e_tot_ev": -25693.4880, "lumo_ev": [-3.2, -3.2], "spin_multiplicity": 1, "charge": 0, "de_lowest_kcal_mol": 74.3, "orbital_gap_ev": [6.40, 6.43], "species": ["S", "P", "N", "N", "N", "C", "H", "H", "H", "H"], "coordinates": [[0.359409, 2.939386, -0.224917], [-0.124776, 1.049286, 0.158652], [0.979933, 0.109212, 1.063104], [-4.266589, 0.353041, 0.318539], [-0.279666, 0.240521, -1.341612], [-3.168070, 0.597690, 0.580005], [-1.119914, -0.259298, -1.372376], [-0.165366, 0.869588, -2.216974], [1.214043, -0.783197, 0.774198], [1.060740, 0.258978, 2.018508]], "forces_ev_per_a": [[-0.7910, -1.8955, 1.2999], [1.5003, 0.8389, -2.3552], [-2.4843, 2.7986, -2.0140], [-0.3755, -0.0648, -0.0343], [1.4808, 2.0773, 0.0319], [2.2811, 0.1697, -0.1270], [-1.5609, -1.1109, -0.2628], [-0.3494, -1.2032, 2.3681], [0.2063, -2.0980, -0.8801], [0.0926, 0.4879, 1.9736]], "lowdin_charge": [0.232, 0.389, -0.087, -0.141, -0.175, -0.367, -0.008, 0.098, 0.029, 0.031]}


(2)
{"formula": "CH4N4S", "method": "ωB97M-V with the def2-TZVPD basis set", "e_tot_ev": -17893.4401, "lumo_ev": 0.8, "spin_multiplicity": 1, "charge": 0, "de_lowest_kcal_mol": 65.2, "orbital_gap_ev": 8.86, "species": ["S", "N", "N", "N", "N", "C", "H", "H", "H", "H"], "coordinates": [[-1.604485, 0.996593, 3.075479], [-0.690262, -1.288424, 2.073596], [0.518018, 0.263458, -0.592384], [-0.595665, 0.070177, -0.090902], [-1.051694, -0.307723, 2.513785], [0.999309, 0.133500, -1.733742], [-1.282852, -0.275408, -0.763134], [1.180161, 0.610316, 0.034202], [2.055056, 0.201061, -2.036933], [0.472413, -0.403549, -2.479968]], "forces_ev_per_a": [[-0.7885, 2.2370, 0.9036], [-0.6589, 1.9701, 1.4123], [0.8490, 0.5122, 0.7085], [-3.5352, -0.1307, 1.4749], [1.3526, -4.5668, -1.4823], [2.6598, -1.2932, -5.1744], [0.4743, 0.0265, -0.2980], [1.1773, 0.8642, 1.7824], [-0.4685, 0.5239, 1.1541], [-1.0619, -0.1432, -0.4809]], "lowdin_charge": [0.611, 0.152, -0.249, 0.012, -0.830, -0.037, 0.070, 0.138, 0.077, 0.056]}


(3)
{"formula": "CH4N4S2", "method": "ωB97M-V with the def2-TZVPD basis set", "e_tot_ev": -28727.3848, "lumo_ev": [-0.5, -1.0], "spin_multiplicity": 1, "charge": 0, "de_lowest_kcal_mol": 85.9, "orbital_gap_ev": [7.47, 6.29], "species": ["S", "S", "N", "N", "N", "N", "C", "H", "H", "H", "H"], "coordinates": [[-0.724049, 1.879042, 1.351722], [-0.447221, 4.324803, -0.366995], [-0.424252, 2.781987, 0.050342], [-0.823625, 0.503482, -0.982752], [1.018786, -0.132474, 0.419692], [-0.412939, 1.677567, -1.412592], [-0.366940, 0.126384, 0.372340], [-1.054647, -0.706248, 0.746088], [1.345876, -0.712420, 1.097920], [1.554010, 0.718604, 0.304712], [-1.827011, 0.412382, -1.141351]], "forces_ev_per_a": [[-0.3185, -1.4606, 0.9445], [0.1344, 0.2570, 0.4114], [-0.1506, -1.4810, -3.4910], [0.3967, 0.8034, 1.1096], [-1.7253, 1.8852, -2.4781], [0.3047, 0.9478, 1.5392], [-0.7789, 0.1657, -0.3120], [1.2433, 1.2249, -0.2345], [0.8516, -1.7583, 2.3049], [0.1609, -0.2363, 0.0289], [-0.1182, -0.3477, 0.1770]], "lowdin_charge": [0.784, 0.497, -1.133, -0.150, 0.042, 0.074, -0.499, 0.136, 0.041, 0.081, 0.127]}